a:
{"formula": "C3H10N2O", "method": "ωB97M-V/def2-TZVPD", "symbols": ["C", "C", "N", "C", "N", "H", "H", "H", "H", "H", "H", "H", "H", "H", "H", "O"], "positions_angstrom": [[-0.451, 0.496, 1.757], [-0.661, -0.716, 0.887], [-1.186, -0.447, -0.418], [-0.624, 0.573, -1.154], [-1.366, 1.197, -1.997], [-0.550, 0.315, 2.822], [-1.097, 1.307, 1.445], [0.596, 0.777, 1.648], [0.210, -1.366, 0.766], [-1.371, -1.460, 1.276], [-1.608, -1.099, -1.055], [0.323, 0.950, -0.788], [-0.826, 2.041, -2.205], [2.485, -0.716, -1.683], [3.516, -0.796, -0.526], [2.611, -1.056, -0.775]], "multiplicity": 2, "homo_ha": [0.035, -0.194], "gap_ev": [2.998, 9.034], "total_charge": -1}

=====

b:
{"formula": "C3H10N2O", "method": "ωB97M-V/def2-TZVPD", "symbols": ["N", "C", "C", "O", "C", "N", "H", "H", "H", "H", "H", "H", "H", "H", "H", "H"], "positions_angstrom": [[0.543, -0.752, 1.133], [0.188, 0.348, 0.214], [-0.956, 1.048, 0.901], [-0.550, 1.471, 2.235], [-0.153, -0.137, -1.212], [0.848, -1.102, -1.639], [1.462, -1.037, 0.809], [0.057, -1.624, 0.937], [1.013, 1.027, 0.034], [-1.929, 0.551, 0.928], [-1.184, 2.030, 0.496], [-0.182, 0.626, 2.555], [-0.167, 0.743, -1.861], [-1.091, -0.695, -1.207], [0.422, -1.788, -2.260], [1.679, -0.708, -2.065]], "multiplicity": 2, "homo_ha": [0.045, -0.191], "gap_ev": [2.794, 9.099], "total_charge": -1}

=====

Order from most stable to least stable according to the calculation: b, a

=====

a:
{"formula": "C6H15NO", "method": "ωB97M-V/def2-TZVPD", "symbols": ["C", "C", "C", "C", "C", "C", "N", "O", "H", "H", "H", "H", "H", "H", "H", "H", "H", "H", "H", "H", "H", "H", "H"], "positions_angstrom": [[0.526, -0.362, -0.087], [-0.116, 0.495, 0.793], [1.331, -1.518, 0.432], [1.761, 1.353, 0.389], [0.353, -0.292, -1.573], [-1.099, 1.552, 0.429], [-2.607, -0.993, -0.175], [-1.440, -1.343, 0.544], [0.001, 0.265, 1.843], [-3.404, -1.250, 0.409], [-2.665, -1.601, -0.995], [2.245, -1.657, -0.149], [1.589, -1.394, 1.483], [-0.112, -1.224, -1.894], [-0.284, 0.531, -1.889], [1.664, 1.961, 1.284], [2.665, 0.753, 0.416], [1.654, 1.937, -0.518], [0.707, -2.407, 0.336], [1.323, -0.213, -2.071], [-2.034, 1.037, 0.161], [-1.272, 2.227, 1.267], [-0.785, 2.142, -0.432]], "homo_ha": -0.232, "gap_ev": 7.049, "total_charge": 0}

=====

b:
{"formula": "C6H15NO", "method": "ωB97M-V/def2-TZVPD", "symbols": ["C", "C", "C", "C", "C", "C", "N", "H", "H", "H", "H", "H", "H", "H", "H", "H", "H", "H", "H", "H", "H", "H", "O"], "positions_angstrom": [[-0.885, -1.912, 0.711], [-1.301, -0.413, 0.730], [-0.112, 0.469, 1.159], [2.408, 0.795, -1.822], [1.554, 1.236, -0.672], [1.064, 0.281, 0.161], [-1.300, -2.574, 2.037], [-1.342, -2.557, -0.149], [0.253, -2.165, 0.662], [-1.621, -0.168, -0.395], [-2.285, -0.266, 1.213], [-0.465, 1.536, 1.374], [0.225, 0.153, 2.168], [3.228, -0.005, -1.404], [1.918, 0.300, -2.582], [3.022, 1.578, -2.313], [1.311, 2.295, -0.839], [1.321, -0.859, 0.077], [-2.209, -3.014, 1.864], [-1.329, -1.826, 2.741], [-1.727, 2.882, -1.317], [-0.398, 2.063, -1.683], [-1.331, 2.168, -1.723]], "homo_ha": -0.331, "gap_ev": 9.920, "total_charge": 0}

=====

Order from most stable to least stable according to the calculation: b, a

=====

a:
{"formula": "C2H3N3O", "method": "ωB97M-V/def2-TZVPD", "symbols": ["N", "C", "N", "O", "N", "C", "H", "H", "H"], "positions_angstrom": [[0.611, 1.536, 0.043], [-0.084, 0.310, 0.090], [-1.380, 0.289, 0.674], [-1.872, -0.808, 0.865], [0.585, -1.933, -0.878], [0.389, -0.861, -0.349], [0.228, 2.155, 0.751], [0.512, 1.994, -0.858], [1.011, -2.683, -0.337]], "homo_ha": [-0.329, -0.329], "gap_ev": [8.598, 8.598], "total_charge": 0}

=====

b:
{"formula": "C2H3N3O", "method": "ωB97M-V/def2-TZVPD", "symbols": ["C", "C", "H", "H", "H", "N", "N", "N", "O"], "positions_angstrom": [[0.386, 0.208, 0.478], [0.091, 1.181, 1.347], [-0.569, -1.630, -1.525], [-1.149, 0.727, -0.791], [1.180, -1.276, -0.125], [-0.749, -0.079, -0.363], [1.414, -0.644, 0.685], [-0.237, 2.185, 1.866], [-0.367, -0.672, -1.571]], "homo_ha": -0.391, "gap_ev": 10.136, "total_charge": 0}

=====

c:
{"formula": "C2H3N3O", "method": "ωB97M-V/def2-TZVPD", "symbols": ["N", "C", "C", "N", "N", "O", "H", "H", "H"], "positions_angstrom": [[0.373, 0.667, 1.140], [-0.467, 0.717, 0.046], [-0.312, -0.366, -0.942], [0.176, -1.525, -0.606], [0.594, -2.536, -0.307], [-1.315, 1.577, -0.098], [0.297, 1.481, 1.735], [1.313, 0.321, 1.015], [-0.760, -0.287, -1.921]], "homo_ha": -0.338, "gap_ev": 9.557, "total_charge": 0}

=====

d:
{"formula": "C2H3N3O", "method": "ωB97M-V/def2-TZVPD", "symbols": ["C", "C", "N", "N", "N", "O", "H", "H", "H"], "positions_angstrom": [[-0.139, 1.349, 1.007], [-0.030, -0.879, 0.432], [0.184, 2.367, 1.441], [-0.175, 0.740, -2.390], [-0.644, 0.382, 0.473], [0.454, -0.210, -2.372], [-0.748, -1.632, 1.011], [0.113, -1.189, -0.642], [0.986, -0.928, 1.039]], "homo_ha": [-0.328, -0.379], "gap_ev": [6.813, 10.214], "total_charge": 0}

=====

Order from most stable to least stable according to the calculation: c, b, a, d

=====

a:
{"formula": "C2H3N3O", "method": "ωB97M-V/def2-TZVPD", "symbols": ["N", "C", "C", "N", "N", "O", "H", "H", "H"], "positions_angstrom": [[1.218, -0.342, 0.645], [0.442, -0.070, -0.410], [-0.936, 0.230, -0.537], [-1.772, 0.382, 0.435], [-2.574, 0.536, 1.225], [0.905, -0.036, -1.610], [2.196, -0.538, 0.500], [0.840, -0.409, 1.576], [-0.318, 0.247, -1.824]], "homo_ha": -0.313, "gap_ev": 9.104, "total_charge": 0}

=====

b:
{"formula": "C2H3N3O", "method": "ωB97M-V/def2-TZVPD", "symbols": ["O", "C", "N", "N", "C", "N", "H", "H", "H"], "positions_angstrom": [[-2.196, -0.208, 0.802], [-0.858, -0.106, 0.324], [-1.263, -0.899, -0.604], [1.279, -0.415, -0.967], [1.278, 0.300, 0.092], [0.123, 0.531, 0.834], [-2.737, 0.486, 0.389], [2.212, -0.482, -1.380], [2.162, 0.792, 0.510]], "homo_ha": -0.354, "gap_ev": 8.467, "total_charge": 0}

=====

Order from most stable to least stable according to the calculation: a, b

=====

a:
{"formula": "C2H3N3O", "method": "ωB97M-V/def2-TZVPD", "symbols": ["O", "C", "N", "C", "N", "N", "H", "H", "H"], "positions_angstrom": [[-0.204, 1.779, 0.880], [-0.137, 0.624, 0.193], [-0.510, 0.353, -1.034], [-0.257, -0.987, -1.113], [0.239, -1.541, -0.028], [0.327, -0.480, 0.803], [0.397, 2.427, 0.498], [-0.466, -1.579, -1.994], [0.565, -0.584, 1.775]], "homo_ha": -0.363, "gap_ev": 10.426, "total_charge": 0}

=====

b:
{"formula": "C2H3N3O", "method": "ωB97M-V/def2-TZVPD", "symbols": ["O", "C", "C", "N", "N", "N", "H", "H", "H"], "positions_angstrom": [[1.921, 0.331, -0.251], [0.659, -0.024, 0.010], [-0.388, 0.765, 0.323], [-1.507, -0.079, 0.341], [-1.045, -1.362, 0.095], [0.224, -1.328, -0.052], [2.418, -0.477, -0.434], [-0.530, 1.813, 0.525], [-1.742, 0.385, -0.563]], "homo_ha": -0.350, "gap_ev": 10.169, "total_charge": 0}

=====

Order from most stable to least stable according to the calculation: a, b

=====

a:
{"formula": "C2H3N3O", "method": "ωB97M-V/def2-TZVPD", "symbols": ["O", "C", "N", "N", "C", "N", "H", "H", "H"], "positions_angstrom": [[2.495, 0.593, 0.078], [1.347, 0.577, 0.729], [0.236, 0.994, 0.455], [-1.004, 1.014, 0.297], [-1.374, -1.981, -0.430], [-1.232, -3.091, -0.715], [2.380, 0.900, -0.838], [-1.358, 1.929, 0.595], [-1.491, -0.934, -0.171]], "homo_ha": -0.357, "gap_ev": 9.166, "total_charge": 0}

=====

b:
{"formula": "C2H3N3O", "method": "ωB97M-V/def2-TZVPD", "symbols": ["C", "C", "H", "H", "H", "N", "N", "N", "O"], "positions_angstrom": [[0.984, 0.142, -0.878], [-0.156, -0.017, 0.060], [1.925, -1.137, -0.699], [1.496, 1.422, -0.203], [0.555, 0.349, -2.247], [-1.347, 0.758, 0.220], [-2.075, 0.220, 1.124], [-0.112, -0.932, 0.985], [-1.270, -0.804, 1.638]], "homo_ha": -0.397, "gap_ev": 10.700, "total_charge": 0}

=====

Order from most stable to least stable according to the calculation: a, b